# 1
This record from the Open Molecules 2025 dataset describes a molecular structure, C15H22BrFeN8O2PS in a non-equilibrium geometry. The level of theory is the ωB97M-V functional and the def2-TZVPD basis.

As for the charge: +2. Its multiplicity is 5. The calculation puts the lowest unoccupied orbital energy (alpha / beta) at -5.24 / -5.86 eV. The calculation puts the HOMO energy (alpha / beta) at -14.519 / -14.519 eV. The total energy comes out at -156468.338 eV. The orbital gap (alpha / beta) comes out at 9.28 / 8.66 eV.

Geometry (Å):
Fe1 -0.9932 -0.8514 -0.2180
C1 -4.3331 -1.4133 3.9716
C2 -4.2986 -0.5400 2.7784
N1 -5.1460 0.4147 2.5124
N2 -4.7241 0.9837 1.3465
C3 -3.6029 0.4428 0.8844
S1 -2.7891 0.7553 -0.5806
N3 -3.3139 -0.5384 1.7901
N4 -2.2506 -1.4327 1.6456
H1 -5.2435 -1.2471 4.5315
H2 -3.4733 -1.1980 4.6020
H3 -4.2945 -2.4735 3.7048
H4 -5.2403 1.7482 0.9410
H5 -1.6241 -1.3641 2.4383
H6 -2.6011 -2.3894 1.6256
Br1 1.3650 -1.3402 2.5969
C4 1.4078 -2.5923 1.1903
C5 2.3220 -3.6395 1.2201
C6 2.3075 -4.5871 0.2144
C7 1.4473 -4.3487 -0.8568
C8 0.5854 -3.2729 -0.7989
N5 0.5377 -2.4013 0.2438
C9 -0.3092 -2.9428 -1.9788
O1 -0.1564 -3.5894 -2.9810
O2 -1.1284 -1.9471 -1.7469
H7 2.9894 -3.7537 2.0711
H8 2.9435 -5.4542 0.2339
H9 1.4522 -4.9534 -1.7340
C10 0.8758 3.6077 -2.0080
N6 1.4118 2.3450 -2.6755
C11 2.9302 2.2095 -2.3302
N7 3.1051 2.2679 -0.9504
C12 2.5891 3.4717 -0.3408
N8 1.1841 3.6202 -0.6070
C13 0.4083 2.6024 0.0831
P1 0.8006 0.8813 -0.3778
C14 0.6797 1.1134 -2.2543
C15 2.6232 1.0714 -0.2418
H10 -0.2045 3.5699 -2.1259
H11 1.3224 4.4530 -2.5085
H12 1.3259 2.4379 -3.6979
H13 3.3908 3.0459 -2.8491
H14 3.2331 1.2412 -2.7913
H15 3.1128 4.3216 -0.7569
H16 2.7558 3.4547 0.7477
H17 -0.6628 2.7832 -0.0425
H18 0.6026 2.6618 1.1693
H19 -0.3864 1.1622 -2.5287
H20 1.1181 0.2740 -2.8080
H21 3.1362 0.1761 -0.5962
H22 2.8125 1.1535 0.8432



# 2
This record from the Open Molecules 2025 dataset describes C2H3NS3 in the gas phase in a non-equilibrium geometry. The level of theory is the ωB97M-V functional and the def2-TZVPD basis.

As for the charge: 0. The calculation puts the lowest unoccupied orbital energy at -1.75 eV. The calculation puts the HOMO energy at -8.652 eV. The total energy comes out at -36115.763 eV. The orbital gap comes out at 6.90 eV.

Geometry (Å):
C1 1.1349 0.2034 -0.1264
C2 1.3585 -1.2206 -0.1039
N1 0.0664 0.8591 -0.2650
S1 0.0560 -2.2850 -0.1923
S2 -2.8800 1.3391 -0.2763
S3 -1.5744 -0.2500 -0.2669
H1 1.9322 0.8494 0.0931
H2 2.4012 -1.5627 0.2633
H3 -2.4947 2.0671 0.8743



# 3
This record from the Open Molecules 2025 dataset describes a molecular structure, C33H37AsKN5O7S. The level of theory is the ωB97M-V functional and the def2-TZVPD basis.

As for the charge: -2. The calculation puts the lowest unoccupied orbital energy at 4.01 eV. The calculation puts the HOMO energy at -2.931 eV. The total energy comes out at -144609.917 eV. The orbital gap comes out at 6.94 eV.

Geometry (Å):
K1 -0.4553 0.2742 0.9039
O1 4.6442 -2.2980 0.8572
C1 3.9640 -1.2682 0.6799
O2 3.7473 -0.6576 -0.3918
C2 3.3266 -0.6872 1.9664
C3 3.8043 -1.1093 3.2056
C4 3.2512 -0.5740 4.3571
C5 2.2404 0.3667 4.2440
C6 1.8296 0.7452 2.9700
N1 2.3542 0.2185 1.8606
C7 0.7549 1.8617 2.8370
O3 0.0871 2.0757 3.8646
O4 0.6653 2.4181 1.7154
H1 4.5914 -1.8503 3.2177
H2 3.6052 -0.8874 5.3342
H3 1.7527 0.8198 5.0952
O5 -1.2281 0.5573 -1.3930
C8 -2.6217 0.5820 -1.6583
C9 -3.3583 -0.3440 -0.5978
O6 -4.5328 -0.6216 -0.8832
O7 -2.7053 -0.6405 0.4277
C10 -2.8031 0.1353 -3.1118
C11 -2.2124 0.9267 -4.0983
C12 -2.2365 0.5527 -5.4314
C13 -2.8606 -0.6303 -5.8080
C14 -3.4520 -1.4225 -4.8367
C15 -3.4274 -1.0442 -3.4984
C16 -3.1924 1.9782 -1.4321
C17 -2.5549 2.8950 -0.5996
C18 -3.1136 4.1499 -0.3830
C19 -4.3109 4.5042 -0.9834
C20 -4.9588 3.5865 -1.8019
C21 -4.4041 2.3367 -2.0211
H4 -0.7435 1.2878 -1.8197
H5 -1.7150 1.8492 -3.8158
H6 -1.7589 1.1812 -6.1735
H7 -2.8774 -0.9330 -6.8488
H8 -3.9364 -2.3513 -5.1163
H9 -3.9056 -1.6540 -2.7459
H10 -1.6238 2.6665 -0.0924
H11 -2.6008 4.8456 0.2701
H12 -4.7409 5.4842 -0.8115
H13 -5.9023 3.8444 -2.2696
H14 -4.9149 1.6127 -2.6428
S1 1.1171 2.5947 -2.3492
C22 2.2612 2.8706 -1.1163
N2 3.1795 1.9867 -0.7475
C23 4.2091 2.3332 0.2135
C24 3.6331 3.2056 1.3133
C25 2.9779 4.4301 0.7021
N3 2.3103 4.0992 -0.5543
H15 3.0141 0.9860 -0.8678
H16 5.0225 2.8614 -0.3032
H17 4.6042 1.3963 0.6007
H18 4.4172 3.5138 2.0087
H19 2.8852 2.6338 1.8486
H20 3.7265 5.2079 0.5080
H21 2.2305 4.8306 1.3890
H22 1.5175 4.6596 -0.8178
N4 -1.2561 -4.7041 5.5518
C26 -0.9077 -3.9905 4.3978
C27 0.4250 -3.7913 4.0512
C28 0.7138 -3.0943 2.8899
N5 -0.2129 -2.6003 2.0729
C29 -1.4907 -2.8035 2.4024
C30 -1.8822 -3.4901 3.5405
H23 -0.5561 -4.6609 6.2763
H24 -2.1663 -4.4613 5.9118
H25 1.2277 -4.1588 4.6799
H26 1.7463 -2.9175 2.6043
H27 -2.2285 -2.3693 1.7325
H28 -2.9359 -3.6146 3.7621
C31 2.0374 -3.5856 -1.0082
As1 0.8403 -2.0316 -1.1160
C32 -0.7792 -3.0821 -1.5363
C33 1.2753 -1.4761 -2.9580
H29 1.9064 -4.2311 -1.8807
H30 1.7994 -4.1499 -0.1046
H31 3.0686 -3.2407 -0.9406
H32 -0.7300 -3.5006 -2.5442
H33 -1.6622 -2.4514 -1.4429
H34 -0.8575 -3.8941 -0.8108
H35 1.9332 -2.2042 -3.4359
H36 1.7654 -0.5043 -2.9342
H37 0.3499 -1.3840 -3.5294



# 4
This record from the Open Molecules 2025 dataset describes a gas-phase ion, C4H11N2O (charge +1) in a non-equilibrium geometry. The level of theory is the ωB97M-V functional and the def2-TZVPD basis.

As for the charge: +1. The calculation puts the lowest unoccupied orbital energy at -3.19 eV. The calculation puts the HOMO energy at -14.713 eV. The total energy comes out at -9348.189 eV. As for the SMILES: CC[NH2+]CC(N)=O. The orbital gap comes out at 11.53 eV.

Geometry (Å):
O1 0.4784 1.5389 1.2484
C1 -0.5675 0.9924 0.9519
N1 -1.7440 1.6186 0.8866
C2 -0.5196 -0.5066 0.5998
N2 0.8622 -0.8058 0.1732
C3 1.0119 -1.5810 -1.1153
C4 0.4808 -0.7996 -2.2829
H1 -1.6921 2.6071 1.0839
H2 -2.6100 1.1977 0.6156
H3 -0.7234 -1.1119 1.4829
H4 -1.2664 -0.7535 -0.1440
H5 1.3501 -1.3219 0.9039
H6 1.4257 0.0438 0.0940
H7 0.5262 -2.5393 -0.9839
H8 2.0716 -1.8340 -1.1990
H9 -0.6088 -0.8227 -2.3349
H10 0.8699 -1.2208 -3.2089
H11 0.7593 0.2560 -2.1947



# 5
This record from the Open Molecules 2025 dataset describes CH2FP in the gas phase in a non-equilibrium geometry. The level of theory is the ωB97M-V functional and the def2-TZVPD basis.

As for the charge: 0. Its multiplicity is 3. The calculation puts the lowest unoccupied orbital energy (alpha / beta) at 1.12 / -2.39 eV. The calculation puts the HOMO energy (alpha / beta) at -6.991 / -10.606 eV. The total energy comes out at -13071.234 eV. The orbital gap (alpha / beta) comes out at 8.11 / 8.22 eV.

Geometry (Å):
C1 0.9796 0.0206 0.5939
F1 2.1686 -0.0060 1.2130
P1 0.5456 1.4024 -0.3671
H1 0.6500 -0.9617 0.5136
H2 -0.6042 0.8910 -0.7512



Record order is preserved below.
ΔE to the lowest compared entry with this formula, charge and spin: 3.8 54.5 9.0 15.4 24.1 kcal per mole